101
Properties=species:S:1:pos:R:3:forces:R:3 method="wB97M-V/def2-TZVPD" multiplicity=1 lumo_ev=-0.87 homo_lumo_gap_ha=0.24819 charge=0 de_lowest_ev=0.704 homo_ev=-7.63 e_tot_ha=-5882.4558
O 0.172226 -3.962184 0.499746 0.4 0.3 -0.4
N 1.821887 -0.986381 -0.646229 -0.1 -1.4 -0.6
C 1.813897 -3.146563 3.462108 2.4 2.8 0.1
H -5.973468 2.117269 2.957438 0.3 -0.4 -0.4
H 1.829597 1.763336 -6.260498 -0.4 -0.7 -0.1
C -3.203460 0.559353 5.487666 0.2 -0.5 -0.6
O 1.880310 -3.843344 -0.810699 1.1 -0.8 -0.9
C -4.367530 0.534593 1.012862 -0.5 0.2 0.0
S 5.688499 -0.792184 -1.531127 -0.2 1.0 0.0
H 7.296933 0.886790 -3.136912 -0.4 -0.1 0.5
H 4.444070 -2.143164 -0.093553 0.0 -0.4 0.1
C -2.541402 -1.042900 -1.606965 0.6 -0.9 0.5
C -2.524707 4.513444 -0.818726 -2.0 1.9 -0.8
O 6.846006 -1.055262 -0.724637 0.1 -0.7 0.1
H 5.471015 1.376695 -0.616756 0.4 -0.1 -0.3
C 0.017597 -1.183411 0.613907 0.4 0.3 -1.3
C 7.011805 1.398014 -2.200753 0.7 0.7 0.0
H -5.351443 -1.770025 4.348846 0.3 -0.2 -0.1
H -3.667346 3.888442 -3.849717 0.5 -0.1 0.5
H -3.194027 -0.373635 -2.127837 -0.7 0.3 -0.4
H -3.579797 -0.180986 0.888284 0.6 -0.2 0.0
H 0.836958 1.800068 -3.995307 0.1 0.2 -0.2
H -1.457548 -3.454119 -2.636288 0.0 -0.1 0.1
H 2.979362 -2.195263 -1.913157 -0.5 -0.9 -0.2
S -0.539251 3.159401 2.892919 -0.1 -0.2 -0.5
N 1.013645 -3.349148 -0.152844 -1.2 0.6 1.3
H -0.804115 -1.530624 1.183722 -0.5 -0.2 0.3
C 1.561547 -1.740576 3.314005 0.9 -1.1 -0.2
C 0.135819 -2.634141 -3.777225 1.2 -1.9 -1.1
H 2.526724 1.948028 0.010552 -0.1 -0.2 -0.6
C -3.194944 -1.814620 4.005843 0.8 -0.3 0.6
H 0.564214 -3.585042 -4.051020 -0.3 -0.4 -0.1
H 1.051850 -3.839641 3.604106 -1.2 -0.9 0.3
C 4.237638 -1.204098 -0.586668 0.4 0.5 -0.3
C 0.254154 -1.148784 3.593781 -0.7 -0.5 0.5
O 5.524360 -1.318436 -2.859840 0.2 -0.3 0.0
C 1.253801 0.879909 -4.400620 -1.1 -0.1 0.0
C -2.001920 0.039541 5.010521 -0.7 -0.4 -0.5
C -3.173370 3.921596 -2.868564 -0.8 1.0 -1.0
C -4.337456 3.170233 3.755397 0.7 -0.1 -0.6
N -2.721293 1.869395 2.134645 0.4 -0.4 -0.6
H 0.294839 0.802406 -6.390637 0.5 -0.1 0.2
H -3.866741 5.847597 -2.025745 -0.6 0.9 0.0
H 3.027810 -0.568963 -2.324631 0.0 0.3 0.4
N 2.519240 -0.839369 3.028972 -0.5 0.0 0.1
C -1.814931 1.749984 -2.880882 -1.8 1.2 -0.9
H 1.080268 2.191812 -0.998209 0.5 -0.4 0.0
H 2.245473 0.755256 -3.989267 0.6 0.2 0.0
N -3.042970 3.475696 3.822730 -0.1 -0.3 0.0
C 5.657742 1.001898 -1.635378 -0.3 -0.1 0.1
C 3.793501 -1.222312 2.979829 -0.3 -0.5 0.5
C -1.975573 -1.185238 4.306947 -0.1 0.3 -0.1
H -2.467334 5.031228 0.121878 0.3 -0.1 0.3
H 7.047788 2.472836 -2.442598 -0.1 -0.3 0.3
H -4.537591 1.030582 0.053105 0.0 0.0 0.0
H -3.233402 1.508793 5.980111 0.1 0.3 0.3
C -4.893012 2.224817 2.881954 -0.4 0.5 0.8
C -4.381556 -0.137810 5.244062 -0.3 1.2 1.2
H 7.768614 1.182052 -1.434529 -0.1 0.1 -0.4
H 4.190566 -0.436755 0.170976 -0.1 0.2 0.4
C 1.301595 0.836264 -5.938033 0.3 1.7 0.6
C -3.309593 4.962479 -1.940626 1.7 -2.0 1.4
H -1.110777 0.627016 5.104142 0.4 0.1 0.3
H -5.237674 -0.048497 1.271416 -0.5 0.1 0.1
C 2.998396 -1.236904 -1.460416 0.4 0.2 0.0
H 4.560161 -0.481984 2.794481 -0.1 0.2 -0.2
H 4.820352 1.345508 -2.235717 -0.1 -0.2 -0.3
N -1.983161 3.327842 -1.043600 0.8 -0.2 0.1
C 3.170159 -3.480092 3.553624 -0.1 0.5 -0.8
Br -6.011270 0.618198 6.105124 1.1 -0.8 -0.9
H -4.167176 -1.964717 -0.647001 -0.4 -0.1 0.4
H -4.953004 3.753402 4.417050 -0.4 0.0 0.2
H -2.296497 -0.458432 -0.666766 0.3 -0.6 -1.1
C -4.019557 1.542623 2.055512 0.4 0.7 0.4
H -3.124051 -2.783348 3.485312 -0.4 0.6 0.2
C 0.431743 -0.257481 -3.868784 0.5 -1.3 0.0
H -2.707447 -2.880511 -0.480669 1.0 -0.8 1.2
N -0.761648 -1.839855 3.911030 -0.6 0.0 -0.1
Cd -1.030881 2.163418 0.529956 0.1 -0.4 0.1
H 3.449124 -4.508057 3.752666 0.1 0.1 0.0
H 2.501932 1.481998 -1.766519 -0.2 -0.2 0.7
N 0.236635 0.133629 0.357990 0.5 0.6 0.3
C -2.238138 2.804181 2.983005 -0.8 0.1 0.1
C 1.365583 0.232276 -0.363429 -1.5 -0.9 0.3
C 0.941711 -1.926686 -0.074491 0.1 1.4 0.5
C -2.318586 2.994893 -2.329223 0.5 -2.0 0.0
C 1.934314 1.503741 -0.817706 0.0 1.4 0.1
H 1.911991 -0.002534 -6.208239 0.1 -0.4 -0.6
C 0.762355 -1.557222 -4.304866 0.1 1.7 0.5
C 4.172530 -2.505768 3.300124 0.1 -1.3 0.1
H -3.653165 -3.048536 -1.885730 0.4 0.6 -0.3
C -0.556436 -0.165526 -2.892651 -1.1 0.0 -0.4
C -4.386377 -1.296912 4.523664 -0.7 -0.6 -0.7
H -2.301847 1.359362 -3.798048 0.2 0.3 0.2
C -0.932900 -2.567675 -2.957900 -1.7 1.6 1.5
H 1.577112 -1.717319 -4.983287 0.3 0.0 -0.3
H 5.245626 -2.773289 3.317042 -0.8 0.1 0.1
C -3.279615 -2.316861 -1.152110 -1.0 0.9 -1.0
C -1.344898 -1.289301 -2.521671 0.7 -0.1 0.6
N -0.905525 1.089337 -2.329206 1.4 -1.0 0.8
H 0.235335 -0.084753 3.625460 0.1 1.1 -0.3



64
Properties=species:S:1:pos:R:3:forces:R:3 method="wB97M-V/def2-TZVPD" multiplicity=1 lumo_ev=-4.67 homo_lumo_gap_ha=0.19921 charge=+1 homo_ev=-10.09 e_tot_ha=-2263.6433
H 3.677215 1.485247 3.970080 0.0 0.0 0.0
C 1.280385 2.463182 -1.273177 0.1 0.2 0.1
H 5.187744 1.197877 1.461843 0.0 0.0 0.0
H 1.065721 -2.909446 3.171238 -1.1 -1.1 -1.4
H 3.362072 -0.220785 -1.896369 -0.1 0.0 -0.1
C -6.558308 -2.158035 -0.019230 0.0 0.0 0.0
H 1.230605 1.050183 -2.916426 0.1 0.1 0.0
H 6.455748 4.302636 -1.069765 0.0 0.0 0.0
N 5.736308 2.553184 -0.074013 -0.1 -0.1 0.0
H -6.369331 -2.311477 1.030053 0.0 0.0 0.0
H -0.666835 -0.195196 -1.632692 0.2 0.0 -0.1
H -8.217211 -2.167382 -2.883015 0.0 0.0 0.0
C 3.419195 -1.692376 3.302133 0.1 0.2 0.0
H -0.131181 -4.224090 4.928625 0.0 0.0 0.0
S -0.446532 2.233772 -0.733842 0.1 0.2 0.0
C 6.083298 3.168548 2.023268 0.0 0.1 -0.1
N -2.487355 0.615500 -3.871483 0.0 0.0 -0.1
H 3.872406 -2.589647 2.916020 0.1 0.0 0.0
H -2.728272 -3.481732 4.844277 0.0 0.0 0.0
C -1.928905 -3.117069 4.221999 -0.1 0.0 0.0
C 5.612448 2.158850 1.228416 -0.1 0.0 0.1
C -2.025579 -2.144444 3.190849 0.0 -0.1 0.0
C 6.515549 4.212643 1.156850 -0.1 0.0 0.0
N 4.095130 -0.502023 3.303564 0.1 0.0 -0.2
I 3.455849 2.445042 -3.236250 0.1 0.0 -0.1
H -5.884302 -1.267955 -2.998918 -0.1 0.1 0.0
H 1.426386 -2.218948 4.024686 2.0 2.2 1.9
H -0.428559 -1.342347 1.874849 0.2 0.0 0.1
C -3.345966 0.689192 -5.906401 0.0 0.0 0.0
H -8.659303 -2.877193 -0.312003 0.0 0.0 0.0
C 3.319075 0.474855 3.868588 0.0 -0.1 -0.1
H -1.775918 2.112969 -5.235784 0.0 0.0 0.0
N 0.079796 -2.820177 3.336810 -2.1 -1.5 -1.0
H 6.118244 3.167070 3.100041 0.0 0.0 0.0
H 2.901225 0.568952 -0.392377 0.0 0.0 -0.1
H 5.032076 -0.379941 2.964566 0.0 0.0 0.1
C 2.529306 0.239895 -1.366620 0.0 -0.1 0.1
H 1.196019 3.438443 -1.765357 0.0 -0.1 0.1
H -1.052491 2.485183 -1.907037 -0.2 -0.1 -0.1
C -7.562494 -2.104662 -2.031035 0.0 0.0 0.0
H -3.548597 0.980256 -6.923014 0.0 0.0 0.0
H 5.430768 1.994115 -0.846750 0.1 0.1 -0.2
H -3.590198 -1.040322 -3.090797 0.0 0.0 0.0
H 6.946163 5.155359 1.449340 0.0 0.0 0.0
H 1.307473 0.404470 4.709349 0.0 0.0 0.0
C 6.280198 3.807146 -0.130391 0.0 0.0 0.1
H -4.716582 -1.047527 -5.558727 0.0 0.0 0.0
C -0.620245 -3.512352 4.285969 -0.1 -0.1 -0.1
C -2.441888 1.282226 -5.073864 0.0 0.0 0.0
C -3.961300 -0.374876 -5.187169 0.0 0.0 0.0
H 1.781736 -0.538475 -1.197931 0.1 0.0 0.1
C -0.770269 -1.985437 2.665593 -0.1 0.0 -0.1
C -7.757881 -2.454648 -0.722403 0.0 0.0 0.0
H -1.942188 0.828455 -3.061492 -0.1 0.0 0.0
C 2.189610 -1.474691 3.864932 1.2 0.4 0.6
N -6.293114 -1.609039 -2.148063 0.0 0.0 0.0
H -4.665937 -1.282853 -0.799340 0.0 0.0 0.0
C 1.931396 1.403131 -2.155746 -0.1 0.0 0.2
H -2.916119 -1.625124 2.876456 0.0 0.0 0.0
C 2.127482 -0.099362 4.225339 0.0 0.1 0.0
S -0.869022 0.274422 -0.390856 -0.3 -0.3 0.2
C -5.675817 -1.636325 -0.926005 0.0 0.0 0.0
H 1.805075 2.609368 -0.324817 0.1 0.0 -0.2
C -3.414007 -0.396218 -3.936573 0.0 0.0 0.1



20
Properties=species:S:1:pos:R:3:forces:R:3 method="wB97M-V/def2-TZVPD" multiplicity=1 lumo_ev=-4.71 homo_lumo_gap_ha=0.29121 charge=+1 homo_ev=-12.63 e_tot_ha=-826.0462
C 3.171528 0.637662 -1.478307 -3.7 -0.1 2.2
C 1.966470 -0.387542 -1.980315 -0.7 2.2 2.8
C 0.484592 -0.460847 -1.212537 2.7 2.4 1.1
C 1.442514 1.505009 0.568445 0.9 -1.3 -2.0
H -1.129006 1.358908 2.312645 -0.3 -0.8 -1.1
C 2.905491 1.594658 -0.165260 -3.2 -2.7 -1.7
P -1.425095 0.627325 1.080783 1.5 -0.5 -1.3
H 3.750419 2.353639 0.200903 -2.3 -1.9 -0.8
H 2.123890 -1.078632 -2.935954 -0.4 1.7 2.4
O -4.186473 -1.552163 -0.159952 9.9 -2.2 2.6
H -2.409344 1.420423 0.348501 0.7 -0.8 0.7
H -3.182521 -0.793341 2.211106 1.9 -0.5 -1.8
C -2.907271 -1.826833 0.197402 -7.0 1.0 -3.1
H 4.229927 0.699270 -2.023007 -2.7 -0.3 1.2
H -0.356725 -1.193691 -1.596622 2.0 1.6 0.8
H -1.570832 -1.769250 2.165118 -1.1 1.7 -1.7
C -2.247463 -1.041522 1.512004 -1.0 -1.6 0.6
H 1.282245 2.217105 1.511880 0.3 -1.8 -2.3
C 0.197777 0.500120 0.083644 4.4 0.4 -1.9
F -2.140120 -2.810298 -0.640478 -2.0 3.4 3.2